Entry 1:
Computed, not measured: C35H73BrCl2N4SSbSiTi as an isolated structure, with ωB97M-V with the def2-TZVPD basis set.

The geometry in XYZ format:
```
119
C35H73BrCl2N4SSbSiTi ωB97M-V with the def2-TZVPD basis set
Ti 1.023 -0.513 -0.527
C 1.578 0.438 -4.061
C 2.523 0.904 -2.956
N 1.836 1.256 -1.689
C 2.641 2.163 -0.824
C 2.299 1.908 0.631
N 2.391 0.464 0.947
C 3.787 -0.034 1.114
C 4.444 -0.562 -0.153
C 3.987 -1.937 -0.616
N 2.517 -2.150 -0.572
C 2.054 -3.136 -1.583
C 1.664 -2.409 -2.853
N 0.662 -1.369 -2.532
C 0.389 -0.431 -3.646
H 2.188 -0.075 -4.807
H 1.162 1.305 -4.579
H 3.088 1.762 -3.328
H 3.257 0.129 -2.728
H 0.966 1.740 -1.918
H 2.446 3.206 -1.077
H 3.696 1.987 -1.017
H 1.265 2.212 0.824
H 2.943 2.501 1.286
H 1.916 0.315 1.840
H 3.756 -0.824 1.866
H 4.395 0.777 1.524
H 5.518 -0.626 0.033
H 4.343 0.155 -0.964
H 4.463 -2.715 -0.015
H 4.318 -2.091 -1.644
H 2.283 -2.515 0.357
H 1.198 -3.669 -1.169
H 2.834 -3.870 -1.795
H 1.279 -3.112 -3.596
H 2.534 -1.918 -3.293
H -0.221 -1.846 -2.318
H -0.438 0.199 -3.315
H 0.038 -0.981 -4.522
Cl -2.130 0.681 5.098
C -1.148 -0.040 3.842
Cl 0.066 1.126 3.221
H -1.771 -0.325 3.005
H -0.597 -0.886 4.238
C -4.467 3.891 -3.146
C -3.272 2.954 -2.888
C -3.654 1.535 -3.334
C -2.102 3.400 -3.777
Si -2.786 3.079 -1.045
Br -1.381 1.174 -0.759
C -4.164 2.685 0.227
C -5.017 3.950 0.436
C -3.641 2.214 1.597
C -5.080 1.570 -0.301
C -1.642 4.542 -0.589
C -1.420 4.576 0.932
C -0.254 4.451 -1.236
C -2.304 5.864 -1.018
H -4.681 3.907 -4.218
H -4.268 4.920 -2.842
H -5.373 3.556 -2.641
H -3.974 1.574 -4.379
H -4.469 1.106 -2.757
H -2.802 0.854 -3.280
H -2.371 3.242 -4.826
H -1.194 2.820 -3.580
H -1.867 4.457 -3.661
H -4.469 4.740 0.948
H -5.875 3.696 1.064
H -5.410 4.353 -0.500
H -3.023 2.951 2.104
H -3.072 1.285 1.521
H -4.503 2.018 2.240
H -5.609 1.853 -1.211
H -5.838 1.353 0.456
H -4.532 0.643 -0.486
H -0.998 3.641 1.312
H -2.338 4.780 1.479
H -0.716 5.378 1.171
H 0.225 3.492 -1.016
H 0.385 5.232 -0.814
H -0.275 4.592 -2.315
H -3.290 6.000 -0.571
H -2.402 5.950 -2.100
H -1.680 6.697 -0.683
S -0.444 -1.671 0.882
C -1.283 -2.840 -0.171
C -1.031 -4.201 -0.015
C -1.667 -5.120 -0.837
C -2.553 -4.692 -1.817
C -2.828 -3.339 -1.952
C -2.206 -2.410 -1.126
H -0.345 -4.533 0.756
H -1.473 -6.177 -0.707
H -3.044 -5.413 -2.457
H -3.547 -3.003 -2.689
H -2.456 -1.357 -1.194
C -0.017 -4.689 4.084
C 1.386 -5.098 3.644
Sb 2.620 -3.433 3.066
C 4.431 -4.551 2.643
C 5.683 -4.022 3.334
C 3.113 -2.717 5.038
C 2.087 -1.728 5.587
H -0.624 -5.564 4.323
H -0.538 -4.130 3.302
H 0.007 -4.061 4.975
H 1.343 -5.765 2.780
H 1.911 -5.641 4.432
H 4.567 -4.550 1.559
H 4.241 -5.589 2.923
H 5.888 -2.981 3.069
H 6.560 -4.608 3.053
H 5.594 -4.067 4.419
H 4.093 -2.243 4.964
H 3.229 -3.580 5.694
H 2.009 -0.843 4.949
H 2.367 -1.387 6.584
H 1.093 -2.172 5.666
```

Net charge: +2
⟨S²⟩: 0.76
2S+1: 2
Gap between HOMO and LUMO (alpha / beta) (eV): 6.984 / 7.416
Energy above the lowest of the compared OMol25 structures with the same formula, charge and spin (kJ/mol): 0.0
E_HOMO (alpha / beta) (eV): -12.650 / -12.650

Atomic partial charges in e from the Löwdin method, atoms 1 to 6: Ti 0.6663; C -0.1420; C -0.1797; N -0.1303; C -0.1653; C -0.1914



Entry 2:
Computed, not measured: C35H75F2N3NbO10S2 as an isolated structure in a non-equilibrium geometry, with ωB97M-V with the def2-TZVPD basis set.

The geometry in XYZ format:
```
128
C35H75F2N3NbO10S2 ωB97M-V with the def2-TZVPD basis set
C 4.641 -3.552 -0.543
C 2.997 -3.365 -0.599
C 2.561 -2.310 0.582
C 1.878 -0.919 0.047
N 2.685 0.334 0.296
C 3.033 0.540 1.751
C 2.635 2.088 2.228
C 0.982 2.086 2.359
C 0.307 3.580 2.350
Nb 0.372 4.655 0.332
C 0.650 5.748 -1.675
C 1.956 5.212 -2.521
C 3.185 6.292 -2.645
C 4.501 5.487 -3.289
O 5.524 5.153 -2.283
O 1.820 5.991 1.145
C 3.196 5.542 0.818
N 4.409 5.051 0.955
O -1.116 6.002 1.002
C -2.003 6.441 -0.086
C -3.570 6.552 0.488
O -4.253 5.322 0.059
C -5.475 5.595 -0.712
C -5.944 4.152 -1.398
N -1.029 3.325 -0.601
C -1.826 2.496 0.377
O -2.729 2.949 1.251
F -1.648 0.998 0.341
C -0.434 2.512 -1.728
O -0.979 2.714 -2.960
F 0.701 1.561 -1.627
C 3.872 0.474 -0.628
S 5.119 1.622 -0.260
S 4.131 -0.486 -2.241
C 3.226 0.574 -3.529
C 3.793 0.266 -5.069
C 3.915 -1.365 -5.325
H 5.131 -3.628 -1.621
H 5.199 -2.701 0.041
H 4.827 -4.551 0.073
H 2.655 -2.901 -1.628
H 2.415 -4.396 -0.490
H 3.487 -2.173 1.286
H 1.729 -2.869 1.230
H 1.541 -1.047 -1.091
H 0.853 -0.782 0.643
H 4.115 0.224 2.060
H 2.297 -0.163 2.372
H 3.041 2.815 1.404
H 3.179 2.401 3.239
H 0.589 1.354 1.534
H 0.753 1.600 3.419
H 0.973 4.244 3.085
H -0.774 3.581 2.857
H 1.709 3.537 -0.163
H -0.313 5.608 -2.363
H 0.798 6.899 -1.506
H 1.585 4.998 -3.629
H 2.403 4.193 -2.126
H 2.939 7.150 -3.433
H 3.453 6.849 -1.641
H 4.098 4.507 -3.786
H 5.010 6.159 -4.108
H 5.080 4.604 -1.566
H -2.061 5.721 -1.006
H -1.723 7.550 -0.424
H -4.100 7.550 0.184
H -3.459 6.535 1.671
H -6.350 5.886 0.036
H -5.262 6.433 -1.513
H -5.588 3.212 -0.783
H -5.519 4.017 -2.500
H -7.131 4.059 -1.472
H 3.420 1.742 -3.374
H 2.076 0.343 -3.547
H 3.116 0.821 -5.851
H 4.904 0.698 -5.066
H 4.917 -1.696 -4.767
H 4.025 -1.549 -6.483
H 3.028 -1.976 -4.836
C -10.103 0.822 -1.925
C -8.958 1.558 -1.246
C -8.985 1.355 0.260
O -9.054 2.950 -1.537
H -11.071 1.192 -1.571
H -10.078 0.987 -3.007
H -10.049 -0.254 -1.733
H -8.003 1.204 -1.648
H -9.915 1.745 0.692
H -8.164 1.901 0.737
H -8.898 0.295 0.518
H -9.899 3.273 -1.184
C 6.462 -8.505 -0.084
C 5.225 -7.967 0.618
C 4.283 -9.091 1.021
O 4.542 -7.067 -0.251
H 6.190 -9.037 -1.002
H 7.124 -7.684 -0.378
H 7.018 -9.189 0.565
H 5.524 -7.401 1.507
H 3.935 -9.644 0.141
H 3.392 -8.688 1.514
H 4.774 -9.792 1.703
H 4.274 -7.561 -1.043
C 3.948 -6.599 5.342
C 3.012 -6.664 4.145
C 1.575 -6.376 4.550
O 3.086 -7.961 3.558
H 3.674 -7.345 6.096
H 4.977 -6.821 5.038
H 3.926 -5.608 5.806
H 3.333 -5.942 3.387
H 1.216 -7.114 5.276
H 0.911 -6.439 3.681
H 1.482 -5.379 4.991
H 2.803 -8.609 4.225
C -6.337 -1.864 2.876
C -7.034 -2.411 1.641
C -6.134 -3.366 0.874
O -7.407 -1.329 0.791
H -5.437 -1.302 2.603
H -6.993 -1.169 3.412
H -6.052 -2.671 3.558
H -7.954 -2.928 1.935
H -5.226 -2.857 0.529
H -6.644 -3.742 -0.020
H -5.842 -4.218 1.495
H -6.597 -0.863 0.525
```

Net charge: -1
Gap between HOMO and LUMO (eV): 6.483
E_HOMO (eV): -5.354

Atomic partial charges in e from the Löwdin method, atoms 1 to 6: C -0.1565; C -0.2621; C -0.1991; C -0.2179; N -0.1865; C -0.2396



Entry 3:
Computed, not measured: C35H75FGaN4O7 as an isolated structure in a non-equilibrium geometry, with ωB97M-V with the def2-TZVPD basis set.

The geometry in XYZ format:
```
123
C35H75FGaN4O7 ωB97M-V with the def2-TZVPD basis set
C 1.660 -8.330 -0.186
C 2.684 -7.556 -1.012
C 2.684 -6.040 -0.787
C 2.833 -5.607 0.690
C 4.047 -4.683 0.939
C 3.626 -3.222 0.858
C 4.752 -2.229 1.214
C 4.352 -1.190 2.264
C 3.668 0.088 1.741
Ga 2.481 -0.019 0.086
C 0.752 -1.108 0.374
C 0.168 -0.698 1.727
C -1.300 -1.094 2.011
C -2.191 -1.269 0.789
C -3.639 -1.547 1.210
C -4.557 -1.822 0.033
C -5.968 -2.224 0.528
C -7.060 -1.618 -0.317
O -6.904 -2.051 -1.685
C -7.291 -1.089 -2.582
C -6.221 -0.098 -2.963
O -8.437 -1.056 -3.034
C 1.818 1.927 -0.226
O 2.687 2.698 -1.101
C 2.143 2.993 -2.349
C 3.491 -0.537 -1.637
C 4.755 0.311 -1.805
F 2.651 -0.347 -2.776
H 1.897 -9.394 -0.248
H 1.686 -8.082 0.871
H 0.651 -8.231 -0.580
H 3.679 -7.974 -0.865
H 2.428 -7.724 -2.060
H 1.755 -5.639 -1.187
H 3.533 -5.624 -1.326
H 1.939 -5.043 0.955
H 2.870 -6.465 1.359
H 4.799 -4.915 0.183
H 4.444 -4.887 1.932
H 3.151 -2.986 -0.092
H 2.854 -3.086 1.618
H 5.187 -1.777 0.323
H 5.547 -2.840 1.656
H 3.760 -1.698 3.027
H 5.282 -0.890 2.762
H 4.401 0.885 1.633
H 3.009 0.436 2.541
H 0.111 -0.831 -0.465
H 0.919 -2.186 0.321
H 0.281 0.381 1.847
H 0.789 -1.178 2.485
H -1.378 -1.992 2.630
H -1.748 -0.295 2.611
H -1.815 -2.058 0.139
H -2.182 -0.352 0.194
H -3.972 -0.662 1.754
H -3.620 -2.407 1.883
H -4.174 -2.632 -0.582
H -4.681 -0.919 -0.558
H -6.082 -1.879 1.556
H -6.092 -3.307 0.535
H -8.057 -1.907 0.023
H -6.995 -0.530 -0.261
H -6.328 0.177 -4.007
H -6.366 0.791 -2.353
H -5.254 -0.543 -2.763
H 0.798 1.879 -0.615
H 1.824 2.447 0.735
H 1.052 3.062 -2.331
H 2.419 2.251 -3.106
H 2.529 3.958 -2.690
H 3.801 -1.583 -1.650
H 4.969 0.895 -0.911
H 5.637 -0.293 -2.033
H 4.635 1.030 -2.615
C 5.943 5.009 3.269
C 5.272 3.773 2.708
O 4.910 2.846 3.413
N 5.072 3.726 1.364
C 5.441 4.711 0.367
H 6.026 4.893 4.345
H 6.941 5.134 2.846
H 5.351 5.899 3.054
H 4.600 2.888 1.052
H 4.550 5.061 -0.157
H 6.113 4.256 -0.361
H 5.946 5.556 0.822
C 8.797 2.958 0.767
C 9.290 4.208 0.075
O 8.722 5.280 0.199
N 10.399 4.098 -0.706
C 11.194 2.915 -0.974
H 7.909 3.206 1.343
H 8.533 2.191 0.038
H 9.556 2.566 1.444
H 10.672 4.965 -1.139
H 12.224 3.076 -0.648
H 11.200 2.704 -2.044
H 10.792 2.055 -0.451
C -5.484 2.814 1.289
C -5.253 2.498 -0.168
O -5.376 1.363 -0.611
N -4.893 3.518 -0.984
C -4.694 4.915 -0.644
H -5.758 1.897 1.801
H -4.576 3.211 1.745
H -6.292 3.538 1.404
H -4.747 3.237 -1.941
H -5.374 5.539 -1.226
H -3.670 5.209 -0.875
H -4.878 5.085 0.411
C -13.460 -0.105 -0.637
C -12.886 1.242 -1.013
O -13.506 2.280 -0.831
N -11.649 1.255 -1.564
C -10.768 0.129 -1.856
H -14.447 0.051 -0.212
H -13.551 -0.744 -1.515
H -12.831 -0.599 0.104
H -11.324 2.181 -1.792
H -9.835 0.248 -1.310
H -10.545 0.101 -2.917
H -11.229 -0.809 -1.567
```

Net charge: -1
Gap between HOMO and LUMO (eV): 6.011
E_HOMO (eV): -4.190

Atomic partial charges in e from the Löwdin method, atoms 1 to 6: C -0.1203; C -0.2710; C -0.2083; C -0.2028; C -0.2122; C -0.2273



Entry 4:
Computed, not measured: a 7-piece molecular cluster, C35H77NO7 overall in a non-equilibrium geometry, with ωB97M-V with the def2-TZVPD basis set.

The geometry in XYZ format:
```
120
C35H77NO7 ωB97M-V with the def2-TZVPD basis set
C -4.654 -0.897 1.545
O -3.965 -1.410 0.407
C -3.850 -0.441 -0.635
C -2.657 0.480 -0.389
N -2.882 1.854 -0.897
C -3.896 -1.106 -2.019
C -2.560 -1.594 -2.561
C -2.240 -1.289 -3.860
C -1.020 -1.692 -4.358
C -0.149 -2.371 -3.546
C 1.218 -2.770 -4.107
C -0.473 -2.694 -2.257
C -1.695 -2.292 -1.759
H -5.691 -1.242 1.537
H -4.128 -1.285 2.422
H -4.586 0.194 1.604
H -4.742 0.202 -0.572
H -1.704 0.094 -0.767
H -2.536 0.558 0.697
H -3.053 1.773 -1.898
H -1.985 2.329 -0.828
H -4.569 -1.967 -1.930
H -4.350 -0.418 -2.737
H -2.947 -0.737 -4.469
H -0.774 -1.438 -5.384
H 1.078 -3.507 -4.898
H 1.702 -1.858 -4.464
H 1.816 -3.155 -3.280
H 0.209 -3.246 -1.621
H -1.990 -2.517 -0.739
C -4.842 -2.385 8.107
C -4.768 -3.020 6.729
O -4.593 -2.090 5.676
C -3.416 -1.305 5.728
C -2.136 -2.121 5.689
H -5.626 -1.628 8.138
H -5.052 -3.143 8.862
H -3.904 -1.897 8.380
H -5.709 -3.532 6.522
H -3.984 -3.786 6.696
H -3.434 -0.649 6.605
H -3.448 -0.655 4.853
H -2.041 -2.759 6.569
H -1.266 -1.465 5.657
H -2.122 -2.770 4.811
C -5.053 4.483 -0.494
C -4.015 5.249 -1.289
O -4.570 6.148 -2.239
C -5.391 7.178 -1.723
C -4.678 8.106 -0.754
H -5.733 3.952 -1.162
H -4.560 3.761 0.156
H -5.660 5.140 0.134
H -3.414 4.539 -1.858
H -3.321 5.778 -0.626
H -6.292 6.754 -1.264
H -5.725 7.754 -2.587
H -4.361 7.582 0.149
H -5.339 8.918 -0.452
H -3.785 8.530 -1.217
C -2.669 -8.155 7.825
C -1.402 -7.807 8.588
O -0.570 -6.875 7.922
C -1.140 -5.607 7.658
C -1.568 -4.854 8.908
H -2.426 -8.513 6.823
H -3.226 -8.931 8.352
H -3.326 -7.291 7.714
H -0.801 -8.708 8.711
H -1.641 -7.452 9.597
H -1.975 -5.705 6.954
H -0.369 -5.031 7.145
H -2.372 -5.370 9.436
H -1.930 -3.858 8.646
H -0.731 -4.755 9.600
C -1.384 5.614 -5.384
C -1.515 5.977 -3.914
O -0.781 5.126 -3.047
C 0.621 5.091 -3.242
C 1.302 6.437 -3.055
H -1.666 4.572 -5.547
H -2.027 6.253 -5.989
H -0.360 5.736 -5.744
H -2.559 5.883 -3.620
H -1.239 7.024 -3.744
H 0.859 4.668 -4.224
H 1.008 4.391 -2.500
H 0.978 7.161 -3.804
H 2.383 6.329 -3.143
H 1.067 6.851 -2.073
C 6.141 -0.798 -1.533
C 5.609 -0.020 -2.723
O 4.244 -0.276 -3.004
C 3.323 0.043 -1.978
C 3.322 1.512 -1.588
H 5.975 -1.868 -1.668
H 7.210 -0.619 -1.411
H 5.647 -0.505 -0.604
H 6.163 -0.315 -3.615
H 5.776 1.055 -2.597
H 3.494 -0.594 -1.102
H 2.338 -0.222 -2.365
H 4.275 1.817 -1.153
H 2.543 1.706 -0.850
H 3.145 2.139 -2.463
C 11.113 0.376 -4.911
C 10.968 -0.520 -3.692
O 9.673 -1.069 -3.536
C 9.211 -1.895 -4.591
C 10.077 -3.119 -4.833
H 10.364 1.170 -4.893
H 12.106 0.827 -4.932
H 10.980 -0.179 -5.841
H 11.152 0.071 -2.794
H 11.722 -1.315 -3.702
H 9.096 -1.308 -5.509
H 8.210 -2.221 -4.304
H 11.080 -2.847 -5.166
H 9.632 -3.751 -5.603
H 10.182 -3.700 -3.916
```

Net charge: 0
Gap between HOMO and LUMO (eV): 9.290
SMILES string: CO[C@@H](CN)Cc1ccc(C)cc1.CCOCC.CCOCC.CCOCC.CCOCC.CCOCC.CCOCC
E_HOMO (eV): -8.660

Atomic partial charges in e from the Löwdin method, atoms 1 to 6: C -0.0827; O -0.1740; C -0.3580; C -0.2129; N 0.0238; C -0.0771